Record 1
Computed, not measured: a 3-piece molecular cluster, C3H11NO3 overall, with ωB97M-V/def2-TZVPD.

Element x y z (Å)
C1 0.0508 2.2204 -1.9101
N1 0.2786 1.3847 -0.7064
C2 1.2832 0.4993 -0.5210
C3 2.6716 1.1147 -0.7251
O1 1.2307 -0.6403 -0.0841
H1 0.9035 2.0760 -2.5608
H2 0.0117 3.2551 -1.5975
H3 -0.9452 1.8918 -2.2150
H4 -0.5499 1.0865 -0.1954
H5 2.7258 1.7875 -1.6109
H6 2.9355 1.8500 0.0585
H7 3.4923 0.3740 -0.7567
O2 -3.5780 -4.7424 2.6073
H8 -4.0888 -4.2413 1.9715
H9 -3.8453 -4.7719 3.5246
O3 -1.0424 -0.7166 1.4774
H10 -0.2197 -1.1090 1.0649
H11 -1.3142 -1.3188 2.1788

- ΔE to the lowest compared entry with this formula, charge and spin: 121.0 kJ/mol
- M: 109.1 g mol⁻¹
- HOMO energy: -9.7 eV
- LUMO level: 0.8 eV
- DFT total energy: -401.36696 Eh

=====

Record 2
Computed, not measured: a 4-piece molecular cluster, C3H11NO3 overall, with ωB97M-V/def2-TZVPD.

Element x y z (Å)
C1 2.1298 1.0986 0.4998
C2 2.3427 -0.1943 0.2496
N1 1.6325 -1.0626 -0.6167
C3 0.6383 -0.6365 -1.2721
H1 1.1835 1.5853 0.3050
H2 2.8901 1.6085 1.0736
H3 3.2356 -0.6541 0.6586
H4 0.0901 -1.2671 -1.9634
H5 0.2735 0.3867 -1.1399
O1 -0.8249 -2.4273 0.6807
H6 -0.0688 -1.8302 0.7746
H7 -0.9192 -2.8524 1.5389
O2 -1.0548 2.3816 -0.5846
H8 -1.6091 1.6163 -0.3708
H9 -1.3938 2.7267 -1.4142
O3 -2.6852 0.1477 0.3405
H10 -2.2836 -0.7115 0.5410
H11 -3.5767 0.0846 0.6994

- ΔE to the lowest compared entry with this formula, charge and spin: 235.2 kJ/mol
- M: 109.1 g mol⁻¹
- HOMO energy: -9.4 eV
- LUMO level: 0.5 eV
- DFT total energy: -401.32348 Eh

=====

Record 3
Computed, not measured: a 2-piece molecular cluster, C3H11NO3 overall, with ωB97M-V/def2-TZVPD.

Element x y z (Å)
O1 -0.5285 -1.9269 -0.6272
C1 -1.4516 -1.3018 0.2655
C2 -0.8584 -0.2025 1.1138
N1 0.5710 -0.1583 1.2110
C3 1.2943 1.0217 0.7734
O2 1.6496 0.8598 -0.6130
H1 0.3468 -1.5475 -0.5531
H2 -2.2139 -0.9275 -0.4280
H3 -1.8847 -2.2292 0.7276
H4 -1.2879 0.8124 1.0418
H5 -1.2042 -0.3487 2.2202
H6 1.1391 -0.9599 1.0078
H7 0.7304 1.9585 0.8529
H8 2.2181 1.2831 1.3402
H9 2.4480 0.3334 -0.7184
O3 -0.7467 1.5385 -1.6764
H10 -1.1746 0.6934 -1.8611
H11 0.1824 1.2401 -1.7025

- ΔE to the lowest compared entry with this formula, charge and spin: 252.6 kJ/mol
- M: 109.1 g mol⁻¹
- HOMO energy: -9.0 eV
- LUMO level: 0.5 eV
- DFT total energy: -401.31683 Eh

=====

Record 4
Computed, not measured: a 3-piece molecular cluster, C3H11NO3 overall, with ωB97M-V/def2-TZVPD.

Element x y z (Å)
C1 -0.6895 2.3499 -0.0289
C2 0.3266 1.2866 0.6212
N1 -0.4022 0.4293 1.5536
C3 1.0640 0.3954 -0.4659
O1 1.0632 0.5971 -1.6464
H1 -1.4098 2.5662 0.8242
H2 -1.0885 2.0348 -1.0307
H3 -0.0618 3.2789 -0.4474
H4 1.1291 1.8916 1.0022
H5 -0.4108 -0.6443 1.2374
H6 0.0238 0.4756 2.5501
H7 1.7304 -0.4503 -0.0085
O2 -0.1391 -2.4968 0.9358
H8 0.0469 -2.2104 0.0584
H9 -0.1671 -3.4759 1.0281
O3 -0.1095 -2.3067 -1.8470
H10 -1.0118 -2.3123 -2.1908
H11 0.1060 -1.4086 -2.1452

- ΔE to the lowest compared entry with this formula, charge and spin: 233.2 kJ/mol
- M: 109.1 g mol⁻¹
- HOMO energy: -9.2 eV
- LUMO level: 0.6 eV
- DFT total energy: -401.32422 Eh

=====

Record 5
Computed, not measured: a 3-piece molecular cluster, C3H11NO3 overall, with ωB97M-V/def2-TZVPD.

Element x y z (Å)
C1 -2.7679 -0.0076 -0.3695
C2 -1.4495 0.7842 -0.2722
C3 -0.3770 -0.1414 0.2463
N1 -0.0574 -0.1153 1.5154
O1 0.0916 -1.0284 -0.5086
H1 -3.5764 0.6286 -0.0051
H2 -2.9787 -0.2927 -1.4013
H3 -2.7547 -0.9423 0.1742
H4 -1.5410 1.7117 0.3093
H5 -1.1633 1.1427 -1.2714
H6 -0.2038 0.7135 2.0839
H7 0.7213 -0.6952 1.8253
H8 3.0071 -2.7651 -1.5608
H9 2.1545 -1.5205 -1.2430
O2 3.0560 -1.8657 -1.2221
H10 2.7394 0.7206 0.3374
H11 2.8628 2.2066 0.6723
O3 2.2369 1.4663 0.6897

- ΔE to the lowest compared entry with this formula, charge and spin: 0.0 kJ/mol
- <S²>: 0.755
- M: 109.1 g mol⁻¹
- HOMO energy (spin up / spin down): -14.9 / -14.8 eV
- LUMO level (spin up / spin down): -4.1 / -9.2 eV
- Net charge: +1
- Multiplicity: 2
- DFT total energy: -401.05196 Eh

=====

Record 6
Computed, not measured: a 3-piece molecular cluster, C3H11NO3S overall, with ωB97M-V/def2-TZVPD.

Element x y z (Å)
O1 1.9649 -0.4125 -2.5562
C1 0.8515 0.0120 -2.5039
C2 0.4360 1.0022 -1.4243
C3 0.1978 0.3260 -0.0597
S1 0.2708 1.5120 1.2970
N1 -0.6678 1.8113 -1.8473
H1 0.0150 -0.2223 -3.1404
H2 1.4393 1.5526 -1.3187
H3 -0.8557 0.0047 -0.0486
H4 0.7369 -0.6268 0.0391
H5 1.5899 1.7155 1.2772
H6 -0.9907 2.5016 -1.1835
H7 -0.8101 2.1131 -2.7999
H8 0.3690 -2.4208 1.1217
H9 0.1359 -3.2700 2.3807
O2 0.6611 -2.5472 2.0246
H10 -1.2941 -1.5833 3.1367
H11 -2.1600 -0.3474 3.0623
O3 -1.8897 -1.1206 2.5433

- ΔE to the lowest compared entry with this formula, charge and spin: 134.6 kJ/mol
- <S²>: 0.757
- M: 141.2 g mol⁻¹
- HOMO energy (spin up / spin down): -14.5 / -14.0 eV
- LUMO level (spin up / spin down): -3.7 / -9.1 eV
- Net charge: +1
- Multiplicity: 2
- DFT total energy: -799.19268 Eh

=====

> Among the records above, which one has the highest DFT total energy?

number 5